Entry 1:
A cluster of 14 separate species, C47H104O37 in total in a non-equilibrium geometry. Source: the Open Molecules 2025 dataset; level of theory: ωB97M-V with the def2-TZVPD basis set.

```
188
Properties=species:S:1:pos:R:3:mulliken_charge:R:1
C -0.9882 -0.8809 7.2596 -0.684
O -1.4406 -0.9039 5.8898 -0.235
C -1.7746 -2.0834 5.3595 0.548
O -1.5376 -3.1374 5.7758 -0.569
O -2.2554 -1.7674 4.1413 0.143
C -2.7735 -2.8508 3.3220 -0.190
H -1.8214 -0.4812 7.8650 0.293
H -0.1042 -0.2645 7.3789 0.086
H -0.7035 -1.8851 7.6296 0.349
H -3.3956 -3.4407 3.9843 0.714
H -1.9263 -3.4529 2.9977 -0.119
H -3.1958 -2.3364 2.4265 -0.549
C -0.0396 4.6808 -0.1931 -0.406
O 0.5994 4.7824 -1.4866 -0.114
C -0.0720 4.5344 -2.5739 0.963
O 0.6320 4.1972 -3.5036 -0.610
O -1.4111 4.6911 -2.5357 -0.341
C -1.9954 4.6922 -3.8974 -0.670
H -0.8186 5.4347 -0.0619 0.501
H 0.6929 4.8548 0.5983 -0.034
H -0.5685 3.6975 -0.1229 0.069
H -1.1850 4.6663 -4.6152 0.313
H -2.6356 5.5787 -4.0043 0.301
H -2.5685 3.7786 -4.0413 0.111
C -4.1950 0.7825 -0.7789 1.043
O -3.2990 1.1194 -1.8331 0.011
C -3.4128 0.3871 -2.9365 0.705
O -4.1020 -0.5858 -3.1444 -0.634
O -2.5631 0.9011 -3.8744 -0.161
C -2.3695 0.1595 -5.0055 -0.143
H -3.6432 0.0077 -0.2044 -0.369
H -5.1529 0.4119 -1.1535 0.457
H -4.2185 1.6412 -0.1883 -1.225
H -3.0798 0.4525 -5.7556 0.333
H -2.5849 -0.8891 -4.8053 -0.078
H -1.3518 0.2649 -5.3628 -0.052
C 0.2982 -1.3043 1.3532 -0.331
O 0.4065 -1.0519 -0.0160 -0.010
C 0.1513 0.1679 -0.4828 0.271
O -0.0818 1.0789 0.2538 -0.372
O 0.2382 0.1251 -1.8048 0.818
C 0.1682 1.4159 -2.4343 -0.791
H 0.8406 -0.5375 1.9291 0.432
H 0.7299 -2.2914 1.5897 -0.340
H -0.7174 -1.1644 1.7369 0.024
H -0.8431 1.7969 -2.3000 0.433
H 0.2335 1.1499 -3.4788 -0.695
H 0.9171 2.1086 -2.0964 0.308
C 6.1243 -1.1877 2.7597 -0.850
O 5.0261 -1.8465 2.2271 0.051
C 5.1132 -3.2207 2.2832 0.505
O 5.9713 -3.8335 2.8144 -0.557
O 3.9721 -3.6833 1.7069 0.077
C 3.7265 -5.0966 1.6637 -0.439
H 6.1215 -0.1683 2.3386 0.239
H 7.0354 -1.7332 2.4784 0.412
H 5.9856 -1.1588 3.8397 0.207
H 2.8232 -5.1664 1.0824 -0.262
H 3.6153 -5.2839 2.7324 0.333
H 4.6226 -5.6156 1.3528 0.380
C 0.7113 4.5532 5.4236 -0.804
O 1.2792 3.4065 4.7684 -0.063
C 1.6851 3.6049 3.4976 0.440
O 1.5030 4.5762 2.7918 -0.693
O 2.3358 2.5027 3.1210 -0.089
C 2.6002 2.3876 1.7167 -0.225
H 0.4626 4.1691 6.3779 0.204
H -0.1468 4.8884 4.8139 0.251
H 1.4552 5.3262 5.5039 0.350
H 3.1211 3.2230 1.2640 0.474
H 1.6685 2.1900 1.1643 -0.128
H 3.3371 1.6013 1.5907 0.147
C 3.5076 2.6218 -3.3340 -0.371
O 3.4584 1.2080 -3.2261 -0.349
C 3.5464 0.8058 -1.9826 0.685
O 3.6692 1.5682 -1.0501 -0.576
O 3.4716 -0.4738 -1.9130 -0.283
C 3.6358 -1.0677 -0.6281 -0.092
H 4.4823 2.9676 -3.0289 0.459
H 2.7395 3.0627 -2.6534 0.022
H 3.3476 2.8188 -4.3894 0.146
H 4.6235 -0.9112 -0.1661 0.345
H 3.5545 -2.1350 -0.8745 0.016
H 2.8613 -0.7021 0.0782 -0.146
C -6.1490 -3.1359 -3.8257 -0.804
O -4.7574 -3.6598 -3.9407 -0.221
C -4.4790 -4.8986 -3.4886 0.893
O -5.1912 -5.6452 -2.8638 -0.591
O -3.1933 -5.1652 -3.7743 -0.424
C -2.3303 -4.2113 -4.5157 -0.384
H -6.7042 -3.5946 -4.6149 0.324
H -6.0515 -2.0766 -3.7865 0.221
H -6.5651 -3.5408 -2.9053 0.338
H -1.4124 -4.7606 -4.7103 0.279
H -2.1725 -3.2653 -3.9804 -0.112
H -2.8076 -4.0772 -5.4972 0.495
C 3.3188 7.4639 -0.2221 -0.373
O 2.7016 8.7203 -0.7136 -0.327
C 3.2578 9.2569 -1.7909 0.801
O 4.2855 9.0035 -2.3326 -0.555
O 2.4700 10.2386 -2.2502 -0.360
C 3.0026 11.0118 -3.4249 -0.573
H 2.9569 7.4939 0.8274 0.163
H 4.3967 7.6224 -0.3355 0.364
H 2.9399 6.6481 -0.8951 0.111
H 3.1303 10.2303 -4.1934 0.281
H 3.9462 11.5140 -3.1766 0.276
H 2.1955 11.7408 -3.6445 0.198
C 4.8984 0.1147 7.1883 -0.823
O 4.2599 0.3616 5.9525 -0.294
C 2.9045 0.6685 5.9706 -0.747
C 2.1568 -0.0752 4.9331 0.691
O 1.8808 -1.4087 5.3412 -0.657
C 1.6007 -2.3800 4.3874 0.153
H 5.9676 0.2263 6.9779 0.255
H 4.8338 -0.9699 7.4234 0.300
H 4.6713 0.8121 7.9886 0.346
H 2.6868 1.7605 5.7765 0.067
H 2.4458 0.3536 6.9366 0.466
H 2.8520 -0.2027 4.0984 0.064
H 1.2014 0.4087 4.6257 0.131
H 0.6821 -2.1835 3.8369 -0.383
H 1.5949 -3.3392 4.9048 0.227
H 2.4432 -2.4696 3.6653 0.129
C -2.3140 -2.7313 -1.1900 0.781
O -2.8398 -2.7476 0.1345 1.327
C -4.1262 -3.2937 0.1295 -0.730
C -4.2114 -4.8393 0.2185 -0.985
O -3.8137 -5.2067 1.4925 -0.204
C -3.8114 -6.6203 1.7306 -0.964
H -1.4666 -2.0595 -1.0780 -0.503
H -3.0864 -2.3046 -1.8206 -0.068
H -2.0002 -3.7388 -1.5179 -0.562
H -4.6286 -3.0982 -0.8594 0.082
H -4.6916 -2.9314 0.9746 0.562
H -3.4776 -5.2396 -0.5344 0.135
H -5.1911 -5.1430 -0.0505 0.836
H -4.8459 -7.0095 1.6797 0.355
H -3.5612 -6.7156 2.8022 0.264
H -3.1968 -7.1885 1.0523 0.335
C -3.4247 0.5291 2.9597 -0.019
O -3.8824 1.8300 2.4251 -0.463
C -2.8884 2.8077 2.1589 0.539
C -3.5285 4.0558 1.5645 -0.964
O -4.1942 3.8869 0.3069 -0.243
C -5.5730 3.6069 0.4422 -0.712
H -4.2308 0.1821 3.6414 0.274
H -2.4372 0.5953 3.4418 0.100
H -3.1933 -0.1444 2.1225 -0.172
H -2.1109 2.4384 1.5220 -0.473
H -2.4247 3.0168 3.1366 0.694
H -2.6805 4.7835 1.4052 0.197
H -4.2354 4.4393 2.2877 0.436
H -5.7330 2.5398 0.6910 0.248
H -6.0488 3.8342 -0.5260 0.216
H -6.0981 4.2340 1.2113 0.316
C 1.3791 -1.9035 -4.8695 -0.254
O 1.0502 -1.0780 -5.9378 -0.406
C 1.9927 0.0040 -6.0509 0.765
C 1.7143 0.7756 -7.3114 -1.026
O 0.5255 1.5275 -7.2896 -0.411
C 0.7044 2.7894 -6.6860 -0.473
H 1.2685 -1.3142 -3.9550 0.042
H 2.3962 -2.3363 -4.7812 0.362
H 0.6257 -2.7005 -4.8004 0.049
H 2.9794 -0.4683 -5.9711 0.546
H 1.9128 0.6093 -5.1291 -0.667
H 1.6970 0.0882 -8.1605 0.394
H 2.5278 1.4784 -7.4412 0.386
H 0.9522 2.5982 -5.6706 0.137
H -0.2384 3.2612 -6.7652 0.181
H 1.5184 3.3196 -7.2144 0.395
C 1.8909 -5.4214 -2.1594 -0.608
O 1.4155 -5.5265 -0.8589 -0.442
C 0.1879 -4.8538 -0.6541 -0.396
C -0.4085 -5.1912 0.7286 -0.403
O 0.3900 -4.7585 1.8306 0.593
C 0.3432 -5.6498 2.9193 -0.852
H 1.1186 -5.9202 -2.8338 0.283
H 2.8323 -5.9881 -2.1590 0.333
H 2.2386 -4.4597 -2.5909 0.090
H -0.5357 -5.2991 -1.3549 0.447
H 0.2223 -3.7920 -0.8010 0.020
H -0.5627 -6.2685 0.8209 0.642
H -1.3299 -4.6337 0.7570 -0.266
H -0.7043 -5.8118 3.1360 0.266
H 0.9854 -5.2610 3.7495 0.124
H 0.8597 -6.6220 2.6539 0.251
```

Output
spin multiplicity = 1
LUMO energy = 0.586 eV
Kohn-Sham gap = 0.3680 hartree
energy relative to the best compared isomer or geometry (same formula, charge and spin) = 0.0 kcal/mol

Entry 2:
A cluster of 5 separate species, C47H108FN8O4 in total in a non-equilibrium geometry. Source: the Open Molecules 2025 dataset; level of theory: ωB97M-V with the def2-TZVPD basis set.

```
168
Properties=species:S:1:pos:R:3:mulliken_charge:R:1
C 1.6956 -0.8148 -0.2447 -1.533
C 0.3579 -0.1593 0.0267 0.596
N -0.2537 0.3103 -1.1932 0.030
C -1.4366 1.0995 -1.1253 -2.502
N -2.2952 0.7156 0.0336 1.154
C -3.0667 -0.5414 -0.3130 -1.312
C -3.3119 -1.4000 0.9218 -0.574
C -4.4153 -2.4639 0.7191 -0.933
C -4.6361 -2.9126 -0.7114 -0.545
O -3.4734 -3.4276 -1.3411 -0.541
C -3.2897 1.7545 0.4484 -2.358
C -2.5533 3.0019 0.8485 2.342
N -1.3796 2.5586 1.6521 -0.438
C -3.4359 3.9656 1.6862 -1.674
C -4.8716 3.4593 1.8912 -0.550
O -4.8900 2.4370 2.8930 -0.530
C -1.9433 3.6591 -0.4249 -1.545
C -2.8636 4.6863 -1.1289 -2.240
C -4.3163 4.3218 -1.4185 -0.311
N -4.8941 5.3489 -2.3481 0.306
C -5.4093 4.7688 -3.6056 -0.016
C -4.3420 4.7555 -4.7046 -1.254
C -5.9870 5.9911 -1.6320 0.533
C -7.2886 5.2198 -1.4524 -0.617
O -5.8495 7.1135 -1.1536 -0.601
C -1.1649 2.6585 -1.3450 1.331
O 0.2090 2.8333 -1.0197 -0.276
C 0.8470 3.9942 -1.5212 -0.056
C 2.1936 4.1382 -0.7951 -1.094
C -1.4015 2.8797 -2.8333 -0.766
C -0.5784 2.0199 -3.7798 -1.800
F -2.7605 2.6199 -3.0889 -0.325
H 2.1555 -1.0877 0.7018 0.434
H 2.3622 -0.1823 -0.8204 0.376
H 1.5349 -1.7538 -0.7692 0.210
H -0.2531 -0.8791 0.5924 -0.180
H 0.5243 0.7022 0.6758 -0.061
H -0.2420 -0.3363 -1.9631 0.602
H -2.0326 0.8037 -1.9846 1.423
H -1.7875 0.4445 0.8743 0.759
H -3.9822 -0.2790 -0.8318 0.253
H -2.4725 -1.1348 -1.0015 0.972
H -2.3836 -1.9086 1.1836 0.462
H -3.5781 -0.7899 1.7859 0.237
H -5.3581 -2.0355 1.0612 0.416
H -4.2374 -3.3258 1.3574 0.426
H -5.0350 -2.1121 -1.3312 0.269
H -5.4074 -3.6863 -0.7040 0.387
H -2.8543 -3.7445 -0.6839 0.336
H -3.8406 1.3099 1.2742 1.146
H -3.9875 1.8923 -0.3696 -0.603
H -0.9108 3.3947 1.9771 0.458
H -1.7339 2.1228 2.5026 0.351
H -3.0211 4.0483 2.6883 0.689
H -3.4940 4.9834 1.3123 0.078
H -5.3124 3.0941 0.9719 -0.026
H -5.4797 4.2934 2.2446 0.524
H -4.6492 2.8820 3.7051 0.438
H -1.1599 4.2826 0.0006 0.984
H -2.4471 5.0683 -2.0537 0.569
H -2.8927 5.5603 -0.4809 0.720
H -4.4444 3.3442 -1.8773 0.312
H -4.9164 4.3532 -0.5132 0.462
H -6.2020 5.4259 -3.9585 0.553
H -5.8664 3.7835 -3.4792 -0.016
H -4.4514 3.8850 -5.3441 0.366
H -3.3424 4.8042 -4.2882 0.142
H -4.4648 5.6327 -5.3344 0.388
H -7.8440 5.6244 -0.6178 0.387
H -7.0589 4.1713 -1.2470 -0.095
H -7.8691 5.2177 -2.3685 0.354
H 0.2527 4.8902 -1.3217 0.283
H 1.0387 3.9434 -2.5917 0.381
H 2.2111 3.4229 0.0233 -0.040
H 2.9960 3.8351 -1.4627 0.404
H 2.3607 5.1466 -0.4403 0.358
H -1.2545 3.9216 -3.1055 0.980
H 0.4195 1.8841 -3.3697 0.360
H -0.4801 2.4920 -4.7496 0.503
H -1.0224 1.0319 -3.8669 0.378
C 1.1842 -4.5586 -1.9968 -1.527
C 2.6036 -4.6771 -1.4646 -0.109
N 2.7686 -5.7054 -0.4592 0.135
C 4.0479 -5.6284 0.2275 -0.859
C 5.3278 -5.8686 -0.5809 -0.312
C 2.3322 -7.0374 -0.8460 -0.679
C 2.9821 -7.6793 -2.0794 -0.975
H 0.4751 -4.3818 -1.1842 0.287
H 1.1224 -3.7172 -2.6902 0.385
H 0.8689 -5.4485 -2.5410 0.453
H 2.8697 -3.7197 -1.0064 0.349
H 3.2872 -4.8071 -2.3184 0.168
H 4.0260 -6.3231 1.0710 0.358
H 4.1131 -4.6317 0.6772 0.344
H 5.4835 -6.9243 -0.7967 0.242
H 6.1891 -5.5312 -0.0020 -0.214
H 5.3348 -5.3197 -1.5232 0.310
H 1.2519 -7.0032 -1.0088 0.389
H 2.4618 -7.6973 0.0146 0.355
H 3.0858 -6.9744 -2.9054 0.254
H 2.3622 -8.5052 -2.4326 0.370
H 3.9648 -8.0911 -1.8577 0.285
C 7.4794 -4.8759 2.6425 -1.355
C 8.9507 -4.6574 2.9571 -0.383
N 9.8283 -4.9927 1.8527 0.104
C 11.2317 -5.0318 2.2274 -0.688
C 11.9011 -3.7263 2.6760 -0.970
C 9.5269 -4.3397 0.5912 -0.246
C 9.5268 -2.8044 0.5533 -1.050
H 7.2954 -5.9058 2.3323 0.345
H 6.8790 -4.6782 3.5316 0.459
H 7.1248 -4.2077 1.8560 0.227
H 9.2179 -5.3001 3.7998 0.457
H 9.0846 -3.6206 3.3060 0.236
H 11.7972 -5.4504 1.3908 0.359
H 11.3303 -5.7614 3.0369 0.412
H 12.1144 -3.0666 1.8362 0.228
H 12.8556 -3.9513 3.1553 0.396
H 11.2951 -3.1793 3.3987 0.273
H 8.5453 -4.6876 0.2587 -0.110
H 10.2236 -4.7189 -0.1600 0.375
H 9.0306 -2.3711 1.4230 0.240
H 8.9908 -2.4590 -0.3334 0.413
H 10.5339 -2.3953 0.4963 0.301
C -9.5405 -1.9675 -2.1398 -1.558
C -8.7231 -1.3225 -1.0321 -0.123
N -8.1634 -0.0339 -1.4035 0.245
C -7.1865 0.4553 -0.4566 1.637
C -7.6324 0.8043 0.9712 -1.395
C -9.1137 0.9515 -1.8954 -0.445
C -10.2707 1.3595 -0.9739 -1.086
H -8.9480 -2.0778 -3.0487 0.340
H -9.8656 -2.9589 -1.8242 0.460
H -10.4360 -1.3940 -2.3782 0.333
H -7.8875 -1.9888 -0.7943 0.238
H -9.3415 -1.2677 -0.1230 0.279
H -6.6991 1.3358 -0.8963 -0.450
H -6.3990 -0.3061 -0.3862 -1.122
H -8.1679 1.7520 1.0073 0.318
H -6.7465 0.9137 1.6041 0.419
H -8.2629 0.0361 1.4173 0.384
H -9.5358 0.5717 -2.8276 0.473
H -8.5534 1.8442 -2.1885 0.030
H -10.7192 0.5017 -0.4720 0.284
H -11.0553 1.8387 -1.5613 0.415
H -9.9600 2.0754 -0.2141 0.263
C 7.6668 2.9829 2.2959 -1.456
C 6.1751 2.8198 2.0503 -0.248
N 5.6428 1.5635 2.5466 0.174
C 4.2954 1.2937 2.0895 -0.742
C 3.1650 2.2271 2.5508 -0.010
C 5.9074 1.2764 3.9468 -0.709
C 5.4036 2.2768 4.9966 -0.998
H 8.2258 2.1541 1.8605 0.323
H 8.0148 3.9070 1.8338 0.435
H 7.9062 3.0416 3.3578 0.306
H 6.0037 2.8461 0.9704 0.381
H 5.6519 3.6954 2.4676 0.252
H 4.0357 0.2669 2.3647 0.281
H 4.3150 1.3039 0.9940 0.334
H 2.8792 2.0412 3.5853 0.327
H 2.2745 2.0566 1.9372 -0.545
H 3.4331 3.2792 2.4507 0.250
H 6.9873 1.1707 4.0680 0.405
H 5.5054 0.2851 4.1705 0.354
H 5.5825 3.3108 4.6991 0.248
H 5.9284 2.1145 5.9394 0.380
H 4.3401 2.1589 5.2006 0.281
```

Output
spin multiplicity = 1
LUMO energy = -1.969 eV
Kohn-Sham gap = 0.2659 hartree
net charge = +1

Question: Which of these has the highest LUMO energy?
Answer: C47H104O37